Formula: C7H6
Source: the OMol25 dataset
Level of theory: the ωB97M-V functional and the def2-TZVPD basis

```
13
Properties=species:S:1:pos:R:3:lowdin_charge:R:1
C -1.835 0.840 -0.209 -0.060
C 1.900 0.042 0.377 -0.020
C -1.395 -0.663 -0.379 -0.014
C 1.356 -0.213 -1.108 -0.083
C -0.333 0.987 -0.428 -0.139
C 1.039 1.039 -0.375 -0.132
C -0.210 -0.331 -0.926 -0.149
H -2.340 1.145 -1.172 0.123
H -2.340 1.093 0.773 0.114
H 1.606 -0.448 1.260 0.079
H 2.942 0.240 0.476 0.074
H -1.724 -1.596 0.038 0.088
H 1.980 -0.648 -1.879 0.118
```

Computed properties:
Calculated total energy (eV): -7347.36040
Frontier orbital gap (alpha / beta) (eV): 8.05 / 8.05
F_max (eV/A): 3.6
E_HOMO (alpha / beta) (hartree): -0.268 / -0.268
Total charge: 0
Energy above the lowest of the compared OMol25 structures with the same formula, charge and spin (eV): 6.138